# C36H81BNO12

A cluster of 5 separate species, C36H81BNO12 in total at a distorted geometry (ωB97M-V/def2-TZVPD, the Open Molecules 2025 dataset).

The geometry in XYZ format:
```
131
Properties=species:S:1:pos:R:3:forces:R:3:lowdin_charge:R:1
C 2.965 3.816 4.594 0.243 0.341 -0.573 -0.1091
C 3.421 3.781 3.013 1.437 -0.657 -0.610 -0.2859
C 3.007 5.037 2.035 -1.865 -1.338 0.674 -0.0996
C 4.176 2.620 2.390 -1.722 1.131 0.503 -0.1018
C 3.214 1.538 1.555 -0.324 2.536 -0.982 -0.1889
C 1.744 1.484 2.315 -0.122 -1.025 0.333 -0.1889
C 0.880 0.115 1.987 1.001 -0.549 -0.051 -0.3388
C 0.216 0.085 0.480 -0.790 0.660 0.612 -0.1139
C -0.172 -0.194 3.206 0.150 -0.234 0.339 -0.2143
C -0.840 1.136 3.898 0.113 -1.167 1.231 -0.2378
B -1.864 1.872 2.842 0.496 0.488 0.433 -0.6396
C -2.327 3.395 3.271 -1.364 1.547 -1.029 -0.2111
C -3.142 3.991 1.939 1.250 2.542 -0.068 -0.2312
N -2.761 5.114 1.241 -1.121 -4.145 2.577 -0.0359
H 1.783 3.981 4.586 2.494 -0.340 -0.252 0.0958
H 3.122 2.758 5.100 -0.017 2.398 -1.073 0.0819
H 3.417 4.706 5.206 -0.744 -1.690 -0.903 0.0627
H 2.334 5.769 2.652 1.074 -1.316 -1.256 0.0732
H 3.921 5.655 1.638 -1.631 -1.601 0.747 0.0767
H 2.346 4.564 1.161 1.503 1.342 1.565 0.0872
H 5.345 2.528 2.463 -2.563 -0.812 1.177 0.0825
H 3.721 0.488 1.426 -0.899 2.167 0.296 0.1052
H 3.008 2.072 0.511 0.415 -1.721 1.690 0.0941
H 1.929 1.466 3.493 -0.383 0.189 -2.647 0.1052
H 1.068 2.414 2.023 1.552 -1.834 0.736 0.1302
H 1.677 -0.775 2.004 -1.553 1.772 0.032 0.1059
H 0.658 -0.754 -0.223 -0.847 1.660 1.478 0.0642
H -0.959 -0.048 0.636 2.605 0.173 -0.591 0.0785
H 0.355 1.143 -0.008 -0.248 -2.074 0.738 0.0723
H -1.052 -0.868 2.795 1.728 1.369 0.744 0.1101
H 0.407 -0.877 3.990 -1.130 1.423 -1.481 0.0979
H -1.520 0.734 4.793 1.516 0.706 -1.553 0.0952
H -0.061 1.864 4.409 -1.153 -1.542 -1.038 0.0755
H -1.427 1.963 1.730 0.582 0.019 -0.547 0.0359
H -2.838 1.189 2.748 -0.785 -0.497 -0.052 0.0412
H -1.430 4.144 3.437 -1.739 -1.274 -0.097 0.0807
H -3.044 3.338 4.211 1.317 0.520 -1.782 0.0903
H -4.115 3.410 1.563 2.241 1.262 0.789 0.1063
H -1.909 5.494 1.710 -0.734 -0.464 -0.217 -0.0033
C 3.077 -4.941 0.591 -0.245 -0.123 0.355 -0.1050
O 2.558 -5.192 1.888 -0.063 0.176 -0.208 -0.2112
C 2.668 -4.054 2.744 -0.246 -0.644 0.178 -0.1870
C 1.670 -4.159 3.900 -0.116 0.533 -0.341 -0.1667
O 0.340 -3.768 3.530 0.215 -0.613 -0.156 -0.1422
C -0.370 -4.691 2.693 -0.118 0.192 0.475 -0.1653
C -0.832 -5.946 3.439 0.528 0.006 -0.407 -0.1927
O 0.249 -6.867 3.581 -0.020 -0.039 0.374 -0.2105
C 0.046 -7.775 4.651 0.180 0.237 -0.410 -0.1160
H 4.141 -4.693 0.646 0.074 0.103 -0.111 0.0837
H 2.951 -5.845 -0.009 0.006 0.056 0.149 0.0817
H 2.521 -4.129 0.111 0.134 0.062 -0.065 0.0882
H 2.481 -3.133 2.182 -0.048 0.053 0.049 0.1134
H 3.690 -4.036 3.140 0.072 0.209 0.098 0.1227
H 1.974 -3.446 4.675 -0.095 0.043 -0.184 0.1253
H 1.677 -5.146 4.361 0.088 -0.172 -0.215 0.1137
H 0.207 -4.935 1.798 0.065 -0.231 0.140 0.1178
H -1.261 -4.151 2.358 0.084 0.008 0.173 0.1280
H -1.619 -6.446 2.865 -0.216 0.099 0.013 0.1213
H -1.226 -5.662 4.423 0.019 0.049 -0.049 0.1265
H -0.026 -7.234 5.600 -0.141 -0.046 0.088 0.0852
H 0.909 -8.445 4.704 -0.099 0.115 -0.125 0.0860
H -0.857 -8.370 4.483 -0.082 -0.054 0.143 0.0829
C 5.397 9.047 -4.937 -0.002 -0.439 0.281 -0.1124
O 5.518 8.047 -3.937 -0.164 0.355 -0.026 -0.2086
C 5.928 8.586 -2.679 -0.092 -0.763 -0.202 -0.1944
C 5.549 7.632 -1.542 -0.298 0.494 0.096 -0.1714
O 4.172 7.740 -1.155 0.276 -0.152 -0.427 -0.1412
C 3.221 7.190 -2.077 -0.044 -0.276 0.397 -0.1656
C 3.208 5.659 -2.084 0.265 0.285 -0.465 -0.1844
O 4.293 5.156 -2.865 0.165 -0.012 0.222 -0.2122
C 4.635 3.825 -2.517 -0.037 0.297 -0.161 -0.1066
H 6.360 9.537 -5.105 0.003 0.165 -0.053 0.0829
H 5.073 8.568 -5.863 0.086 -0.038 0.158 0.0875
H 4.640 9.783 -4.646 0.076 0.138 -0.027 0.0856
H 5.459 9.560 -2.509 -0.029 0.022 0.059 0.1241
H 7.016 8.707 -2.711 0.093 0.145 0.166 0.1214
H 6.121 7.922 -0.654 -0.140 0.078 -0.081 0.1245
H 5.815 6.600 -1.766 -0.026 0.007 -0.290 0.1177
H 3.357 7.605 -3.078 0.145 -0.228 -0.036 0.1160
H 2.243 7.534 -1.723 0.153 -0.087 0.100 0.1279
H 2.279 5.301 -2.542 -0.177 0.036 0.174 0.1286
H 3.272 5.288 -1.054 -0.027 0.067 -0.034 0.1065
H 4.956 3.777 -1.472 -0.106 -0.137 0.087 0.0845
H 5.470 3.507 -3.147 -0.150 0.134 -0.004 0.0856
H 3.786 3.155 -2.685 0.018 -0.118 0.121 0.0877
C -5.942 1.379 -2.311 -0.265 -0.195 0.313 -0.1103
O -6.577 0.546 -1.353 0.062 0.268 -0.042 -0.2158
C -5.660 0.049 -0.376 -0.600 -0.130 0.004 -0.1845
C -6.410 -0.379 0.888 0.487 0.390 0.098 -0.1673
O -6.744 0.723 1.743 -0.448 -0.059 -0.465 -0.1343
C -7.799 1.576 1.277 0.083 -0.317 0.426 -0.1704
C -9.184 0.932 1.389 0.329 0.045 -0.601 -0.1952
O -9.402 0.028 0.306 -0.112 -0.300 0.233 -0.2093
C -10.396 -0.939 0.603 0.358 0.303 -0.243 -0.1167
H -5.176 0.820 -2.856 0.137 0.092 -0.050 0.0838
H -6.699 1.729 -3.016 0.012 -0.137 0.100 0.0834
H -5.498 2.252 -1.819 0.161 -0.029 -0.082 0.0901
H -4.921 0.815 -0.120 0.030 -0.044 0.091 0.1285
H -5.150 -0.816 -0.813 0.199 -0.059 0.127 0.1228
H -5.739 -1.010 1.481 0.010 0.238 -0.037 0.1278
H -7.289 -0.981 0.661 -0.088 0.098 -0.258 0.1124
H -7.596 1.939 0.267 -0.180 -0.203 -0.070 0.1187
H -7.779 2.449 1.937 0.018 -0.172 0.038 0.1267
H -9.956 1.708 1.331 -0.040 0.130 0.195 0.1205
H -9.267 0.409 2.349 0.056 0.030 -0.012 0.1248
H -10.088 -1.548 1.459 -0.121 -0.010 0.122 0.0846
H -10.507 -1.596 -0.263 0.060 0.181 0.052 0.0862
H -11.354 -0.453 0.808 -0.111 -0.081 0.109 0.0823
C -1.199 -4.249 -6.481 0.304 -0.290 0.135 -0.1096
O -0.040 -4.916 -6.007 -0.197 0.189 0.169 -0.2121
C 0.904 -4.014 -5.427 0.075 -0.729 -0.131 -0.1909
C 1.850 -4.766 -4.486 -0.281 0.446 0.265 -0.1694
O 1.276 -5.016 -3.196 -0.124 -0.298 -0.430 -0.1406
C 0.258 -6.025 -3.152 0.397 -0.055 0.252 -0.1669
C 0.814 -7.444 -3.296 -0.311 0.290 -0.530 -0.1916
O 1.080 -7.738 -4.668 0.340 -0.028 0.082 -0.2095
C 2.025 -8.783 -4.821 -0.327 0.305 -0.090 -0.1129
H -0.934 -3.530 -7.261 -0.101 0.131 -0.008 0.0847
H -1.877 -4.996 -6.899 0.179 0.026 0.034 0.0869
H -1.710 -3.744 -5.654 -0.017 0.143 -0.077 0.0882
H 0.388 -3.225 -4.871 0.038 0.017 0.055 0.1280
H 1.478 -3.566 -6.246 0.119 0.196 0.071 0.1230
H 2.717 -4.124 -4.296 -0.186 0.007 0.064 0.1260
H 2.230 -5.684 -4.932 -0.220 -0.066 -0.173 0.1157
H -0.534 -5.818 -3.875 0.149 -0.187 -0.149 0.1184
H -0.192 -5.938 -2.157 0.181 0.002 -0.050 0.1263
H 0.071 -8.168 -2.943 -0.007 -0.002 0.241 0.1239
H 1.728 -7.542 -2.698 -0.039 0.050 0.010 0.1236
H 2.982 -8.498 -4.374 0.057 -0.121 0.107 0.0853
H 2.183 -8.950 -5.890 -0.135 0.074 0.136 0.0874
H 1.653 -9.706 -4.367 0.124 -0.096 0.054 0.0847
```
Forces are in eV/Å.

The total energy is -2402.1705 a.u. The molecular weight comes out at 730.85 g mol⁻¹. Its net charge is -1.